A single C4H8O2 molecule, computed with ωB97M-V/def2-TZVPD.

Geometry as XYZ:
```
14
Properties=species:S:1:pos:R:3:nbo_charge:R:1
O 0.953 -0.996 -1.473 -0.711
C 0.490 0.208 -0.885 0.093
C -1.024 0.095 -0.555 -0.474
C -0.933 -0.079 0.970 -0.081
O 0.381 -0.546 1.248 -0.534
C 1.193 0.397 0.575 -0.128
H 0.570 -1.756 -1.008 0.471
H 0.731 0.982 -1.612 0.187
H -1.531 -0.764 -1.028 0.216
H -1.594 0.975 -0.885 0.220
H -1.592 -0.821 1.407 0.198
H -1.102 0.909 1.429 0.162
H 1.201 1.284 1.268 0.181
H 2.254 0.112 0.550 0.202
```

Its LUMO energy is 1.0 eV. The calculated total energy is -8371.4680 eV. Its HOMO energy is -0.360 hartree. The calculation puts the frontier orbital gap at 10.81 eV.